Record 1
{
  "formula": "C23H42Cu2N3O4",
  "method": "ωB97M-V/def2-TZVPD",
  "elements": ["C", "N", "C", "C", "C", "C", "C", "C", "C", "C", "N", "C", "C", "C", "H", "H", "H", "H", "H", "H", "H", "H", "H", "H", "H", "H", "H", "H", "Cu", "Cu", "C", "C", "C", "C", "N", "C", "C", "C", "C", "C", "H", "H", "H", "H", "H", "H", "H", "H", "H", "H", "H", "H", "H", "H", "H", "H", "H", "H", "H", "H", "C", "O", "H", "H", "H", "C", "O", "H", "H", "H", "O", "H", "O", "H"],
  "coordinates": [[-19.9709, 22.1228, 0.1598], [-21.1892, 22.5142, 0.8085], [-22.4026, 22.0594, 0.3916], [-23.5603, 22.5684, 0.9338], [-23.4651, 23.5627, 1.9151], [-22.1789, 23.8935, 2.3790], [-21.0333, 23.3824, 1.8197], [-24.6646, 24.0169, 2.6161], [-25.7033, 23.0967, 2.8809], [-26.8164, 23.4512, 3.5905], [-26.8748, 24.6587, 4.0986], [-25.9643, 25.5799, 3.9312], [-24.8194, 25.2713, 3.1796], [-28.0955, 25.0170, 4.8039], [-19.9729, 22.5201, -0.8553], [-19.8283, 21.0435, 0.2148], [-19.0598, 22.5753, 0.5512], [-22.2938, 21.2472, -0.3118], [-24.5278, 22.1799, 0.6518], [-22.0673, 24.6099, 3.1794], [-20.0340, 23.7058, 2.0714], [-25.6498, 22.0730, 2.5409], [-27.6939, 22.8792, 3.8536], [-26.1284, 26.5263, 4.4250], [-24.0523, 26.0230, 3.0659], [-28.9065, 25.0182, 4.0757], [-28.1099, 25.9754, 5.3230], [-28.2108, 24.2273, 5.5463], [-26.3826, 19.9300, 4.1759], [-24.3303, 19.2427, 2.5214], [-34.4072, 16.7803, 2.6624], [-33.7197, 16.4404, 3.9986], [-32.1989, 16.1753, 3.8762], [-31.4635, 17.2720, 3.0363], [-29.9290, 17.1235, 3.0256], [-29.1773, 17.5973, 1.7172], [-27.9541, 16.7036, 1.7228], [-28.1240, 15.5733, 2.6428], [-29.5957, 15.6147, 3.0327], [-29.3571, 17.7782, 4.3257], [-34.4029, 15.9709, 1.9324], [-33.9635, 17.6604, 2.1969], [-35.4353, 17.1352, 2.7356], [-34.2421, 15.5483, 4.3441], [-33.8839, 17.2716, 4.6843], [-31.9950, 15.1872, 3.4636], [-31.8678, 16.1183, 4.9131], [-31.6633, 18.3178, 3.2696], [-31.6850, 17.0122, 2.0012], [-28.8385, 18.6288, 1.8142], [-29.7579, 17.4430, 0.8077], [-27.0916, 17.3232, 1.9681], [-27.8321, 16.3224, 0.7089], [-27.6127, 15.7059, 3.5962], [-27.7995, 14.5982, 2.2797], [-29.7890, 15.1741, 4.0108], [-30.2396, 15.1188, 2.3064], [-29.7520, 18.7935, 4.3634], [-28.2821, 17.7487, 4.1480], [-29.7228, 17.1074, 5.1031], [-29.3720, 21.1731, 6.0710], [-28.2027, 20.6614, 5.5065], [-29.2340, 21.7578, 6.9806], [-29.8831, 21.9102, 5.4518], [-30.1500, 20.4236, 6.2166], [-26.3033, 19.9418, 0.2867], [-26.4984, 20.0074, 1.6443], [-27.1582, 20.2010, -0.3380], [-25.4711, 20.5663, -0.0383], [-26.0222, 18.9341, -0.0191], [-24.1291, 20.8681, 3.9577], [-23.8928, 21.8157, 3.9840], [-25.3918, 17.6573, 3.9590], [-25.3485, 17.3207, 4.8752]],
  "forces_ev_per_a": [[1.3, -0.7, -1.4], [0.1, 0.5, 0.9], [1.0, 0.1, 0.5], [0.2, 0.1, 0.1], [1.2, -1.0, 0.1], [-0.5, 0.8, 0.3], [-1.6, 0.3, -0.4], [-1.6, -0.3, 1.1], [0.5, -0.6, -1.0], [0.0, -0.7, -0.1], [-1.1, 1.8, 0.7], [2.5, 0.5, -0.9], [-0.2, 0.8, 0.5], [-1.0, -0.6, 0.7], [-0.3, -0.6, -0.2], [-0.2, 0.0, -0.3], [-0.5, 0.1, 0.7], [-0.6, 0.1, -0.2], [0.0, -0.1, -0.2], [0.0, 0.0, 0.1], [-0.1, -0.2, 0.1], [-0.1, -0.5, -0.2], [0.3, -1.0, -0.3], [0.1, 0.0, -0.2], [-0.1, 0.2, 0.0], [-0.1, -0.2, 0.2], [0.6, 0.0, -0.3], [-0.5, 0.1, 0.0], [0.0, -0.3, 0.3], [-1.4, 0.4, 1.6], [0.1, 0.8, -0.3], [-0.3, 0.1, -1.3], [-0.3, 0.8, 0.5], [1.0, -1.4, -0.6], [-0.6, -0.8, 0.3], [-0.1, -0.2, 1.6], [1.2, 1.1, -1.8], [-0.7, -1.1, 2.2], [0.2, 0.3, -0.3], [-0.3, -0.8, -2.2], [0.2, -0.1, 0.1], [0.5, -0.1, -0.2], [-0.2, -0.5, 0.6], [0.3, 0.0, 0.6], [0.0, -0.1, 0.2], [-0.2, 0.2, -0.2], [0.4, 0.2, 0.0], [-0.3, -0.2, 0.0], [-0.5, 0.6, -0.1], [-0.4, 0.2, 0.1], [-0.6, 0.0, 0.5], [0.2, -0.2, 0.1], [0.2, 0.1, -0.1], [0.6, 0.2, -0.2], [-0.2, 0.1, -0.2], [-0.1, 0.3, -0.1], [-0.1, 0.2, -0.2], [0.3, -0.1, 0.3], [0.1, 0.3, 0.7], [0.3, 0.5, 0.3], [1.1, -0.1, -1.1], [0.1, 0.2, -0.3], [0.2, -0.3, 0.8], [-0.3, 0.5, -0.8], [-0.2, -0.5, 0.5], [0.1, -0.6, 0.6], [0.6, 0.2, 0.8], [-0.5, 0.3, -0.1], [0.5, 0.5, -0.5], [0.1, -0.5, -0.4], [-0.2, 0.1, -0.7], [-0.1, -0.9, 0.0], [-0.5, 1.0, -0.2], [0.3, 0.5, -0.7]],
  "lowdin_charge": [0.002, -0.094, 0.047, 0.065, -0.110, 0.056, 0.020, -0.126, 0.059, 0.037, -0.103, 0.006, 0.051, 0.038, 0.118, 0.120, 0.106, 0.155, 0.112, 0.132, 0.149, 0.082, 0.146, 0.147, 0.127, 0.121, 0.109, 0.114, 0.354, 0.398, -0.117, -0.231, -0.183, -0.098, -0.220, -0.045, -0.188, -0.165, -0.119, 0.078, 0.077, 0.058, 0.072, 0.107, 0.109, 0.101, 0.108, 0.137, 0.117, 0.120, 0.127, 0.093, 0.124, 0.110, 0.128, 0.127, 0.130, 0.089, 0.083, 0.106, -0.382, -0.413, 0.044, 0.023, 0.038, -0.359, -0.386, 0.057, 0.020, 0.054, -0.391, -0.082, -0.425, -0.072],
  "charge": 1,
  "de_lowest_kcal_mol": 0.0,
  "max_force_ev_per_a": 2.65,
  "e_tot_ha": -4647.23738,
  "homo_ev": -8.197
}

=====

Record 2
{
  "formula": "C23H42IN3O7",
  "method": "ωB97M-V/def2-TZVPD",
  "elements": ["N", "C", "C", "C", "C", "C", "O", "C", "C", "C", "C", "I", "C", "O", "C", "O", "H", "H", "H", "H", "H", "H", "H", "H", "H", "H", "H", "H", "C", "O", "C", "C", "N", "C", "C", "O", "C", "H", "H", "H", "H", "H", "H", "H", "H", "H", "H", "H", "H", "H", "H", "H", "C", "O", "C", "C", "N", "C", "C", "O", "C", "H", "H", "H", "H", "H", "H", "H", "H", "H", "H", "H", "H", "H", "H", "H"],
  "coordinates": [[-1.8374, -1.8239, 1.1853], [-1.0000, -0.8790, 1.2953], [-1.0479, 0.3816, 0.4585], [-1.9268, 1.3766, 1.1383], [-3.0321, 1.9149, 0.6262], [-3.7965, 2.8807, 1.4725], [-4.2580, 3.9082, 1.0155], [-3.8477, 2.5415, 2.9184], [-5.0428, 2.7844, 3.8017], [-6.3376, 3.2057, 3.1160], [-7.2001, 2.0305, 2.6614], [-6.9033, 1.4114, 0.6280], [-2.7203, 2.0264, 3.4216], [-2.5593, 1.7160, 4.7208], [-1.5575, 1.7886, 2.5210], [-0.4058, 1.9298, 2.8968], [-2.5407, -1.6023, 0.4776], [-0.2090, -1.0291, 2.0222], [-0.0517, 0.8083, 0.4096], [-1.4142, 0.0950, -0.5177], [-3.3802, 1.6767, -0.3617], [-5.2442, 1.8452, 4.3105], [-4.7638, 3.4739, 4.5899], [-6.9416, 3.7104, 3.8653], [-6.1925, 3.9176, 2.3155], [-7.0521, 1.1617, 3.2837], [-8.2320, 2.3355, 2.7087], [-1.6295, 1.5218, 4.8774], [4.0999, -7.2186, 0.7312], [2.7188, -7.3918, 0.9794], [2.2068, -6.5942, 2.0409], [1.2807, -5.5140, 1.5232], [2.0127, -4.4922, 0.7844], [1.1671, -3.5431, 0.0610], [0.2631, -4.0735, -1.0460], [0.9476, -4.5497, -2.1904], [1.4019, -5.8882, -2.1169], [4.4055, -7.9926, 0.0290], [4.3178, -6.2423, 0.2851], [4.6846, -7.3313, 1.6488], [3.0177, -6.1651, 2.6361], [1.6308, -7.2600, 2.6898], [0.7768, -5.0432, 2.3723], [0.5154, -6.0049, 0.9081], [2.6282, -4.9449, 0.1226], [1.8350, -2.8017, -0.3872], [0.5501, -3.0148, 0.7869], [-0.3408, -3.2315, -1.3953], [-0.4459, -4.8259, -0.6814], [0.7372, -6.5133, -1.5158], [2.4181, -5.9454, -1.7170], [1.4258, -6.2838, -3.1326], [1.1475, 6.0815, -1.7962], [1.8085, 5.7749, -3.0092], [3.2237, 5.6792, -2.9012], [3.6927, 4.2504, -3.0789], [3.3034, 3.4189, -1.9470], [3.5097, 1.9854, -2.1404], [2.7409, 1.2818, -3.2555], [1.3438, 1.1964, -3.0431], [0.6032, 2.3401, -3.4339], [0.1074, 6.2961, -2.0355], [1.1736, 5.2436, -1.0909], [1.5837, 6.9637, -1.3195], [3.5749, 6.0934, -1.9522], [3.6469, 6.2841, -3.7081], [4.7834, 4.2435, -3.1647], [3.2773, 3.8850, -4.0274], [2.3259, 3.5784, -1.7453], [3.2430, 1.4961, -1.2000], [4.5792, 1.8101, -2.2928], [3.0967, 0.2487, -3.2864], [2.9514, 1.7068, -4.2439], [1.0486, 2.8442, -4.2942], [0.5046, 3.0444, -2.6032], [-0.4006, 2.0115, -3.7051]],
  "forces_ev_per_a": [[0.1, 0.1, 0.2], [-0.5, -0.6, -0.3], [0.4, 0.0, 0.8], [-0.4, 0.2, -0.4], [0.3, -0.2, 0.4], [0.0, 0.4, -0.2], [-0.1, -0.5, 0.1], [-0.1, -0.2, 0.3], [0.1, 0.0, -0.5], [-0.2, -0.3, 0.3], [0.2, 0.6, -0.1], [0.0, -0.1, 0.1], [0.0, -0.1, -0.2], [-0.2, 0.3, 0.1], [0.5, 0.3, 0.0], [-0.7, -0.5, 0.0], [-0.1, 0.0, 0.0], [0.2, 0.3, 0.1], [0.3, 0.0, -0.3], [-0.1, 0.3, -0.3], [-0.1, 0.2, -0.3], [0.1, -0.2, 0.2], [0.0, 0.3, 0.1], [-0.1, 0.2, 0.2], [0.1, 0.1, -0.1], [0.0, -0.3, 0.1], [-0.4, -0.2, -0.2], [0.3, 0.0, 0.0], [-0.1, -0.1, 0.0], [0.2, 0.1, 0.0], [-0.2, -0.1, 0.1], [0.1, 0.1, -0.2], [-0.1, -0.1, -0.1], [0.4, 0.0, 0.0], [-0.2, 0.2, 0.0], [0.0, -0.1, 0.1], [0.1, 0.1, -0.2], [0.0, 0.0, 0.0], [0.1, 0.0, 0.1], [0.0, 0.0, 0.0], [0.0, 0.1, -0.1], [0.0, 0.0, 0.0], [0.0, 0.0, 0.0], [-0.1, -0.1, 0.1], [0.0, 0.0, 0.0], [0.0, 0.0, 0.0], [-0.1, -0.1, 0.0], [0.0, 0.0, 0.0], [0.1, -0.1, 0.0], [0.0, 0.0, 0.1], [0.0, -0.1, 0.1], [0.0, 0.0, 0.0], [0.0, 0.0, -0.1], [0.0, 0.0, 0.2], [0.1, 0.0, -0.3], [-0.1, -0.1, 0.1], [0.0, 0.0, -0.2], [-0.1, 0.1, 0.2], [0.2, -0.2, 0.0], [0.0, 0.1, -0.1], [-0.1, -0.2, 0.2], [0.0, 0.0, 0.0], [0.0, 0.1, 0.1], [0.0, 0.0, 0.0], [0.0, -0.1, 0.1], [0.0, 0.0, 0.0], [0.0, 0.0, 0.0], [0.1, 0.1, -0.1], [0.0, 0.0, 0.0], [0.0, 0.0, 0.0], [0.0, 0.0, -0.1], [0.0, 0.0, 0.0], [-0.1, 0.1, 0.0], [0.1, 0.0, 0.0], [0.0, 0.2, -0.1], [0.0, -0.1, 0.0]],
  "lowdin_charge": [0.113, -0.240, -0.108, -0.152, 0.061, -0.382, 0.087, -0.073, -0.122, -0.287, -0.618, 0.800, -0.205, 0.115, -0.263, 0.137, 0.057, 0.111, 0.122, 0.121, 0.122, 0.120, 0.127, 0.110, 0.089, 0.038, 0.030, 0.117, -0.117, -0.194, -0.218, -0.214, -0.047, -0.199, -0.226, -0.178, -0.101, 0.088, 0.078, 0.087, 0.121, 0.121, 0.125, 0.106, 0.068, 0.121, 0.081, 0.115, 0.113, 0.088, 0.072, 0.087, -0.114, -0.194, -0.218, -0.217, -0.051, -0.200, -0.228, -0.187, -0.098, 0.089, 0.077, 0.087, 0.122, 0.121, 0.123, 0.105, 0.067, 0.117, 0.117, 0.121, 0.111, 0.089, 0.071, 0.086],
  "smiles": "[H]/N=C\\CC1=CC(=O)C(CCCI)=C(O)C1=O.COCCNCCOC.COCCNCCOC",
  "charge": 0,
  "de_lowest_kcal_mol": 28.6,
  "max_force_ev_per_a": 0.86,
  "e_tot_ha": -1890.05745,
  "homo_ev": -8.560
}

=====

Record 3
{
  "formula": "C23H42N4O4S",
  "method": "ωB97M-V/def2-TZVPD",
  "elements": ["C", "H", "H", "H", "C", "C", "C", "N", "S", "O", "O", "N", "C", "C", "H", "H", "C", "C", "O", "N", "C", "H", "C", "H", "H", "C", "N", "C", "H", "H", "C", "H", "C", "H", "C", "H", "C", "H", "O", "H", "H", "H", "C", "H", "H", "H", "C", "H", "C", "H", "H", "H", "H", "H", "H", "C", "C", "H", "H", "H", "H", "H", "H", "C", "C", "H", "H", "H", "H", "H", "H", "H", "H", "H"],
  "coordinates": [[3.0504, 1.3172, 3.9851], [3.7860, 1.9466, 4.4808], [2.4732, 0.7969, 4.7460], [2.3776, 1.9532, 3.4148], [3.7352, 0.3205, 3.0555], [2.7034, -0.5572, 2.3450], [3.4017, -1.5118, 1.3791], [4.1342, -0.7394, 0.3986], [4.5398, -1.5348, -1.0236], [4.1603, -2.9115, -0.9253], [5.8890, -1.2020, -1.3605], [3.5949, -0.8747, -2.2146], [3.7969, 0.5290, -2.4847], [2.9262, 1.4145, -1.5967], [3.2179, 1.2826, -0.5569], [3.0649, 2.4628, -1.8673], [1.4496, 1.0327, -1.7350], [0.6321, 1.7920, -0.6918], [1.1290, 2.0883, 0.3821], [-0.6535, 2.1011, -0.9770], [-1.4318, 1.7147, -2.1304], [-0.8064, 1.2507, -2.8894], [-2.5479, 0.7490, -1.7210], [-3.1487, 0.4910, -2.5930], [-2.1053, -0.1646, -1.3302], [-3.4410, 1.4074, -0.6603], [-4.6117, 0.5847, -0.3579], [-4.4922, -0.3822, 0.7229], [-5.4910, -0.7897, 0.8967], [-4.1615, 0.0676, 1.6706], [-3.5846, -1.5847, 0.4136], [-2.5337, -1.2738, 0.3921], [-4.0073, -2.3001, -0.8752], [-3.1420, -2.7437, -1.3688], [-4.9364, -3.3946, -0.3541], [-5.9414, -3.0009, -0.2022], [-4.2873, -3.7301, 0.9868], [-3.4908, -4.4767, 0.8552], [-3.7213, -2.5256, 1.4731], [-4.9941, -4.1002, 1.7332], [-4.9914, -4.2577, -1.0131], [-4.4984, -1.6093, -1.5554], [-5.8119, 1.3831, -0.1905], [-5.9466, 2.0213, -1.0627], [-5.7929, 2.0151, 0.7096], [-6.6736, 0.7204, -0.1236], [-2.5662, 1.8271, 0.5291], [-3.1661, 2.3466, 1.2780], [-1.4576, 2.7567, 0.0382], [-0.7928, 3.0308, 0.8585], [-1.8916, 3.6666, -0.3922], [-2.1104, 0.9527, 0.9943], [-3.8294, 2.3277, -1.1151], [-1.8766, 2.6215, -2.5608], [1.1240, 1.2606, -2.7529], [1.2793, -0.4659, -1.4458], [2.2220, -1.3022, -2.3121], [2.2018, -2.3498, -2.0112], [1.9249, -1.2304, -3.3654], [0.2486, -0.7763, -1.6311], [1.5095, -0.6387, -0.3950], [4.8560, 0.7263, -2.3221], [3.5655, 0.7045, -3.5422], [5.1789, 0.0558, 1.0113], [4.5621, 1.0491, 1.9944], [5.3605, 1.6261, 2.4640], [3.9078, 1.7399, 1.4603], [5.7148, 0.5681, 0.2129], [5.8942, -0.5943, 1.5376], [2.6909, -2.1429, 0.8456], [4.0838, -2.1737, 1.9342], [2.1271, -1.1334, 3.0708], [2.0206, 0.0922, 1.7934], [4.4008, -0.3222, 3.6440]],
  "forces_ev_per_a": [[0.2, -0.2, -0.1], [0.0, 0.1, 0.1], [-0.1, 0.0, 0.1], [-0.1, 0.1, -0.1], [-0.3, 0.3, -0.1], [0.4, -0.2, 0.0], [-0.6, -0.3, 0.2], [0.3, -0.5, -0.7], [-0.1, 0.0, -0.4], [-0.3, 0.1, 0.2], [0.0, 0.3, 0.2], [0.6, -0.5, 0.4], [0.2, 0.6, 0.1], [-0.1, 0.0, -0.2], [0.0, 0.1, -0.1], [0.0, 0.0, 0.0], [0.2, 0.1, 0.4], [0.2, 0.0, -0.5], [0.3, 0.0, 0.3], [-0.3, 0.3, 0.1], [-0.1, -0.4, -0.2], [0.0, 0.1, 0.0], [-0.1, 0.4, 0.0], [-0.1, 0.0, 0.0], [0.1, -0.1, 0.0], [0.3, -0.2, -0.1], [-0.1, 0.0, 0.0], [0.2, -0.2, 0.0], [0.0, 0.0, 0.0], [-0.1, 0.0, 0.0], [0.0, 0.3, -0.2], [-0.1, 0.0, -0.1], [0.1, 0.0, 0.2], [0.0, 0.0, -0.1], [0.1, 0.0, 0.2], [-0.1, 0.0, 0.0], [-0.1, -0.4, -0.1], [-0.1, 0.0, 0.0], [0.0, 0.2, 0.2], [0.1, 0.0, -0.1], [-0.1, 0.0, 0.0], [0.1, 0.0, -0.1], [0.0, 0.0, 0.0], [-0.1, 0.1, 0.0], [0.0, 0.1, 0.0], [-0.1, 0.0, 0.0], [-0.2, 0.2, -0.3], [0.0, 0.0, 0.1], [0.1, 0.0, 0.5], [-0.1, 0.0, -0.2], [0.0, 0.0, 0.0], [0.0, -0.1, 0.1], [0.0, 0.0, 0.0], [0.0, -0.1, -0.1], [0.0, 0.0, 0.0], [0.1, 0.0, -0.3], [-0.5, -0.3, 0.2], [-0.2, 0.0, -0.2], [0.0, 0.0, 0.0], [0.0, 0.0, 0.1], [-0.1, 0.0, 0.1], [0.0, 0.2, -0.2], [0.1, 0.0, 0.0], [0.5, 0.6, 0.0], [0.1, -0.4, 0.0], [0.0, 0.0, 0.0], [0.0, 0.1, 0.0], [0.1, 0.1, 0.2], [0.0, 0.1, -0.1], [0.0, 0.0, 0.2], [-0.1, 0.0, -0.1], [0.0, 0.0, 0.0], [-0.1, 0.0, 0.0], [0.0, 0.0, 0.0]],
  "lowdin_charge": [-0.067, 0.076, 0.076, 0.079, -0.384, -0.143, -0.203, -0.228, 0.645, -0.268, -0.266, -0.231, -0.178, -0.123, 0.084, 0.131, -0.216, -0.413, 0.052, -0.038, -0.137, 0.111, -0.110, 0.124, 0.093, -0.319, -0.180, -0.142, 0.126, 0.126, -0.319, 0.130, -0.133, 0.117, -0.152, 0.110, -0.198, 0.120, -0.102, 0.120, 0.111, 0.107, -0.088, 0.084, 0.090, 0.084, -0.109, 0.122, -0.128, 0.121, 0.132, 0.119, 0.140, 0.132, 0.134, -0.104, -0.178, 0.115, 0.132, 0.115, 0.105, 0.114, 0.131, -0.197, -0.142, 0.121, 0.112, 0.114, 0.133, 0.110, 0.133, 0.122, 0.102, 0.142],
  "smiles": "CC1CCN(S(=O)(=O)N2CCC(C(=O)N3CCC(N(C)C[C@@H]4CCCO4)CC3)CC2)CC1",
  "charge": 0,
  "max_force_ev_per_a": 0.99,
  "e_tot_ha": -1819.78278,
  "homo_ev": -8.636
}

=====

> Number 3 is which compound?

C23H42N4O4S